The following is a DFT calculation (ωB97M-V with the def2-TZVPD basis set) of a structure of composition C38H69BBr20F10I2O9S3Si2 in a non-equilibrium geometry.

Last column: Löwdin charge in e.
Element x y z (Å)
C1 -4.3326 -6.3335 -6.6217  -0.17
C2 -3.4849 -6.1732 -5.2511  -0.53
S1 -2.7065 -4.4995 -5.1472  0.83
C3 -1.6874 -4.3317 -3.6025  -0.52
Si1 -2.5067 -3.2754 -2.2276  0.47
C4 -1.1942 -2.1336 -1.4881  -0.23
C5 -1.6027 -1.3214 -0.1682  -0.27
C6 -0.5056 -0.1306 -0.0185  -0.23
C7 0.9916 -0.7289 0.2147  -0.17
C8 1.9464 -0.5079 -1.0633  -0.17
C9 3.3308 0.2234 -0.6444  -0.18
O1 4.1950 0.4928 -1.7744  -0.06
C10 4.5131 -0.6773 -2.4970  -0.42
C11 4.4456 -0.7713 -4.0796  0.01
O2 4.8230 -1.6979 -1.8319  0.02
O3 -3.9699 -2.6116 -2.7786  -0.31
Si2 -3.9592 -1.1381 -3.6209  0.53
B1 -2.3832 -0.6310 -4.6250  -0.61
O4 -2.2859 0.7619 -5.0350  0.04
O5 -1.3060 -1.4604 -5.0775  0.06
C12 -4.6666 0.2186 -2.4373  -0.75
I1 -3.2137 1.7142 -1.8187  0.82
C13 -5.3600 -0.3815 -1.0902  -0.70
C14 -6.9543 -0.4747 -1.1454  -0.18
I2 -4.9515 1.1027 0.5181  0.76
S2 -5.5206 -1.3304 -5.1849  0.73
O6 -4.8657 -2.2222 -6.2327  -0.38
O7 -5.7945 -0.0151 -5.8754  -0.35
C15 -7.0451 -2.2460 -4.6237  -0.35
F1 -6.8735 -3.0554 -3.4885  0.07
F2 -7.3725 -3.1466 -5.6834  0.05
C16 -8.3660 -1.3229 -4.4619  -0.37
F3 -8.9148 -1.2127 -5.7656  0.10
F4 -8.0937 -0.0161 -4.0535  0.09
F5 -9.3092 -1.8653 -3.5914  0.12
S3 -3.0605 -4.6992 -0.6238  0.74
O8 -2.4697 -4.3458 0.7099  -0.35
O9 -4.5753 -4.7040 -0.4864  -0.36
C17 -2.5703 -6.4595 -0.9895  -0.37
F6 -3.1618 -7.2510 0.0388  0.06
F7 -3.0547 -6.9791 -2.1983  0.06
C18 -0.9733 -6.7327 -0.8439  -0.36
F8 -0.7108 -7.4998 0.3131  0.10
F9 -0.2221 -5.5569 -0.7405  0.09
F10 -0.4613 -7.4797 -1.9232  0.10
H1 -4.8195 -7.3730 -6.6521  0.07
H2 -3.6855 -6.2221 -7.5579  0.04
H3 -5.2072 -5.5863 -6.6664  0.08
H4 -4.2358 -6.3804 -4.4106  0.08
H5 -2.7211 -7.0150 -5.2380  0.08
H6 -0.7186 -3.7772 -3.8888  0.06
H7 -1.3594 -5.3711 -3.2782  0.04
H8 -0.7330 -1.3699 -2.2101  0.09
H9 -0.3093 -2.8094 -1.1777  0.10
H10 -1.5120 -1.9172 0.8002  0.10
H11 -2.6614 -0.9322 -0.2846  0.03
H12 -0.8306 0.5712 0.8138  0.06
H13 -0.4195 0.4845 -0.9879  0.06
H14 0.9509 -1.8179 0.5519  0.12
H15 1.4431 -0.0783 1.0516  0.10
H16 1.4892 0.1490 -1.8751  0.11
H17 2.1222 -1.5358 -1.5341  0.11
H18 3.8119 -0.3814 0.1877  0.13
H19 3.0401 1.2474 -0.2121  0.13
H20 5.2973 -1.4483 -4.4155  0.08
H21 4.5533 0.2520 -4.5646  0.09
H22 3.4311 -1.2535 -4.3268  0.10
H23 -3.2259 1.0497 -5.1077  0.08
H24 -0.4851 -1.0442 -4.7369  0.12
H25 -5.5052 0.7848 -2.9913  0.06
H26 -4.8727 -1.3428 -0.7069  0.08
H27 -7.3652 -1.4377 -1.5843  0.07
H28 -7.3124 -0.4528 -0.0516  0.06
H29 -7.3719 0.4762 -1.6159  0.08
Br1 -2.6721 -8.0883 -9.7034  0.62
C19 -3.9636 -9.4671 -10.1806  -0.69
C20 -4.8934 -9.7673 -9.0319  -0.70
Br2 -4.0189 -10.8671 -7.6812  0.60
H30 -3.3940 -10.3344 -10.5129  0.05
H31 -4.5179 -9.0567 -11.0260  0.06
H32 -5.7453 -10.3583 -9.3713  0.06
H33 -5.2564 -8.8727 -8.5269  0.04
Br3 -1.6115 3.5664 -0.3055  0.52
C21 -2.2233 4.8144 1.0638  -0.62
C22 -1.1166 5.7503 1.4788  -0.65
Br4 0.1537 4.8663 2.6645  0.65
H34 -2.6164 4.2177 1.8871  0.06
H35 -3.0414 5.3671 0.5992  0.07
H36 -1.5145 6.5831 2.0608  0.06
H37 -0.5459 6.1423 0.6370  0.04
Br5 1.6829 3.1935 6.4675  0.59
C23 3.5560 3.2801 5.9364  -0.70
C24 3.7027 3.1813 4.4381  -0.69
Br6 3.4746 1.3450 3.8215  0.58
H38 4.0765 2.4885 6.4754  0.05
H39 3.9090 4.2490 6.2933  0.04
H40 4.7127 3.4601 4.1311  0.01
H41 2.9819 3.7909 3.8934  0.03
Br7 0.3203 9.3075 3.8811  0.60
C25 0.4334 7.7222 5.0101  -0.70
C26 1.5802 7.8219 5.9839  -0.66
Br8 3.2857 7.4793 5.1057  0.59
H42 0.5075 6.8636 4.3438  -0.05
H43 -0.5189 7.6837 5.5414  0.06
H44 1.4982 7.0533 6.7540  0.06
H45 1.6590 8.7990 6.4601  0.06
Br9 8.8032 -2.4933 0.2830  0.59
C27 7.7568 -3.5266 -0.9965  -0.69
C28 8.5227 -3.7498 -2.2767  -0.69
Br10 8.5342 -2.1441 -3.3804  0.60
H46 6.8173 -2.9932 -1.1437  0.03
H47 7.5566 -4.4765 -0.4984  0.06
H48 8.0361 -4.5113 -2.8877  0.06
H49 9.5626 -4.0318 -2.1145  0.05
Br11 7.2174 2.4328 2.5823  0.62
C29 8.4218 2.1909 4.0938  -0.68
C30 7.7272 2.4922 5.3984  -0.69
Br12 7.5450 4.4130 5.6791  0.60
H50 9.2916 2.8213 3.9116  0.05
H51 8.7232 1.1431 4.0529  0.06
H52 8.3216 2.1374 6.2416  0.06
H53 6.7260 2.0660 5.4610  0.04
Br13 -3.2113 0.1659 2.4461  0.50
C31 -2.0185 -0.0747 3.9750  -0.65
C32 -2.7177 0.2372 5.2715  -0.73
Br14 -2.8864 2.1620 5.5371  0.59
H54 -1.1436 0.5519 3.7973  0.05
H55 -1.7209 -1.1250 3.9415  0.06
H56 -2.1286 -0.1156 6.1164  -0.06
H57 -3.7220 -0.1813 5.3336  0.04
Br15 5.0928 12.0715 5.6871  0.60
C33 6.7391 11.0588 5.9366  -0.70
C34 6.4815 9.5740 5.8851  -0.70
Br16 5.6817 8.9365 7.5433  0.58
H58 7.1751 11.3880 6.8792  0.05
H59 7.3881 11.3647 5.1146  0.06
H60 7.4193 9.0240 5.7925  0.06
H61 5.8125 9.2801 5.0763  0.02
Br17 2.1335 4.6614 -1.2957  0.60
C35 2.3436 6.5932 -1.4383  -0.69
C36 3.5991 7.0582 -0.7459  -0.69
Br18 3.3678 7.0912 1.1887  0.59
H62 1.4368 7.0428 -1.0344  0.04
H63 2.3976 6.7950 -2.5091  0.06
H64 3.8317 8.0878 -1.0219  0.06
H65 4.4637 6.4281 -0.9522  0.05
Br19 -3.3502 -1.7684 8.3096  0.65
C37 -1.6446 -2.4736 8.9350  -0.68
C38 -0.7043 -1.3632 9.3324  -0.68
Br20 0.0790 -0.5001 7.7692  0.65
H66 -1.2518 -3.1070 8.1401  0.05
H67 -1.8934 -3.0932 9.7979  0.06
H68 0.1443 -1.7605 9.8910  0.06
H69 -1.1848 -0.5810 9.9191  0.05

Output
Total charge: 0
Molecular weight: 2875.01 g/mol
Lowest unoccupied orbital energy: -1.165 eV
HOMO energy: -7.760 eV
Kohn-Sham gap: 0.2424 Eh